7
Properties=species:S:1:pos:R:3:lowdin_charge:R:1 method="wB97M-V/def2-TZVPD" orbital_gap_ha=0.31880 de_lowest_kj_mol=2.0 largest_force_ev_per_a=2.765 e_homo_ev=-9.62
C 0.68 -0.36 0.07 -0.40
O -0.43 2.01 -0.42 -0.57
S -0.59 0.90 0.52 0.44
I -2.38 -0.74 -0.02 0.43
H 1.69 0.15 -0.20 0.10
H 0.34 -0.81 -0.79 -0.05
H 0.69 -1.16 0.84 0.05